Arrangement w

Computed, not measured: C4H6OS2 in the gas phase, with wB97M-V/def2-TZVPD.

```
13
Properties=species:S:1:pos:R:3:lowdin_charge:R:1
C 1.958 0.574 0.615 -0.5848
C 0.596 0.170 0.241 -0.2171
C -0.435 1.018 0.158 -0.0766
C -1.828 0.557 -0.133 -0.7410
H 2.953 -1.563 0.162 -0.1087
H 2.255 0.381 1.665 0.0898
H 2.138 1.605 0.281 0.0769
H 0.411 -0.872 0.013 0.0679
H -0.281 2.098 0.148 0.1237
H -3.473 -1.096 0.258 -0.1204
O -2.757 1.268 -0.391 0.0125
S 3.167 -0.306 -0.373 0.6978
S -2.148 -1.232 0.080 0.7801
```

The SMILES is O=C(S)/C=C/CS. For the HOMO energy, the calculation gives -9.51 eV. For the HOMO-LUMO gap, the calculation gives 9.49 eV. For the LUMO energy, the calculation gives -0.024 eV.

=====

Arrangement x

Computed, not measured: C4H6OS2 in the gas phase, with wB97M-V/def2-TZVPD.

```
13
Properties=species:S:1:pos:R:3:lowdin_charge:R:1
C 1.523 0.163 0.165 -0.2153
C 0.839 -1.157 -0.490 -0.4175
C 0.515 1.257 0.232 -0.1037
C -1.578 -0.188 0.618 -0.9286
O -0.835 0.978 0.379 -0.2133
S -0.610 -1.746 0.569 0.8118
S -3.143 -0.050 -0.128 0.7732
H 1.860 -0.281 1.092 0.0930
H 2.315 0.555 -0.468 0.1041
H 0.387 -0.983 -1.456 0.0525
H 1.652 -1.995 -0.636 0.1127
H 0.663 2.321 0.067 0.1097
H -3.587 1.127 0.055 -0.1786
```

For the HOMO energy (alpha / beta), the calculation gives -7.21 / -7.32 eV. For the HOMO-LUMO gap (alpha / beta), the calculation gives 7.75 / 7.51 eV. For the LUMO energy (alpha / beta), the calculation gives 0.543 / 0.195 eV.

=====

Top of the stability list: arrangement w, leading by 0.1207 hartree.

=====

Arrangement w

Computed, not measured: CH2Cl4N2 in the gas phase, with wB97M-V/def2-TZVPD.

```
9
Properties=species:S:1:pos:R:3:lowdin_charge:R:1
C 1.416 -0.061 0.132 -0.7367
N 0.250 0.393 0.508 -0.7703
N -2.378 -1.073 0.101 -0.9407
Cl 1.864 0.274 -1.711 0.3682
Cl 0.110 2.041 0.344 0.6156
Cl -3.738 -0.172 0.603 0.4737
Cl -1.212 -0.379 -0.717 0.8350
H 1.401 -1.131 -0.071 0.0471
H 2.286 0.109 0.810 0.1081
```

For the HOMO energy (alpha / beta), the calculation gives -9.54 / -9.42 eV. For the HOMO-LUMO gap (alpha / beta), the calculation gives 7.92 / 7.83 eV. For the LUMO energy (alpha / beta), the calculation gives -1.613 / -1.587 eV.

=====

Arrangement x

Computed, not measured: 2 unconnected molecules or ions with the total composition CH2Cl4N2, with wB97M-V/def2-TZVPD.

```
9
Properties=species:S:1:pos:R:3:lowdin_charge:R:1
C -0.099 -0.654 0.322 -0.7980
N -1.407 -0.114 0.077 -0.4711
N 1.196 0.528 -0.683 -0.9494
Cl 0.347 -0.702 1.958 0.6775
Cl -2.230 -0.663 -1.421 0.5523
Cl 0.687 2.080 -0.199 0.4875
Cl 2.857 0.156 -0.176 0.4127
H 0.146 -1.544 -0.143 0.0403
H -1.498 0.913 0.266 0.0483
```

For the HOMO energy (alpha / beta), the calculation gives -9.09 / -9.09 eV. For the HOMO-LUMO gap (alpha / beta), the calculation gives 8.80 / 8.80 eV. For the LUMO energy (alpha / beta), the calculation gives -0.288 / -0.288 eV.

=====

Top of the stability list: arrangement x, leading by 0.0819 hartree.

=====

Arrangement w

Computed, not measured: 2 unconnected molecules or ions with the total composition C4H6ClN, with wB97M-V/def2-TZVPD.

```
12
Properties=species:S:1:pos:R:3:lowdin_charge:R:1
C 2.080 1.251 -0.100 -0.6933
C -1.464 -1.513 0.057 -0.2012
C -1.412 -0.008 0.576 -0.2142
C -1.637 -0.351 -0.823 0.0331
N 1.774 1.602 -1.263 0.0463
Cl 2.459 -0.410 0.391 0.5241
H -0.515 -2.063 0.106 0.0868
H -2.382 -2.134 0.335 0.1095
H -2.068 0.630 1.074 0.0578
H -0.307 0.168 0.950 0.0965
H 1.723 1.820 0.804 0.0810
H 1.750 1.008 -2.107 0.0735
```

For the HOMO energy, the calculation gives -8.66 eV. For the HOMO-LUMO gap, the calculation gives 8.19 eV. For the LUMO energy, the calculation gives -0.473 eV.

=====

Arrangement x

Computed, not measured: C4H6ClN in the gas phase, with wB97M-V/def2-TZVPD.

```
12
Properties=species:S:1:pos:R:3:lowdin_charge:R:1
C -0.349 0.091 -0.015 -0.7540
C 0.428 1.165 0.003 -0.0815
C 1.874 0.702 0.095 -0.2343
C 0.421 -1.180 0.148 -0.2006
H 0.166 2.223 -0.086 0.1133
H 2.269 0.833 1.086 0.1006
H 2.487 1.299 -0.583 0.1095
H 2.594 -1.241 -0.087 0.1113
H 0.284 -1.489 1.149 0.1009
H 0.102 -1.935 -0.506 0.0930
N 1.766 -0.685 -0.275 -0.0639
Cl -2.030 0.026 -0.025 0.7057
```

The SMILES is ClC1=CCNC1. For the HOMO energy, the calculation gives -8.76 eV. For the HOMO-LUMO gap, the calculation gives 9.85 eV. For the LUMO energy, the calculation gives 1.083 eV.

=====

Top of the stability list: arrangement x, leading by 0.1841 hartree.

=====

Arrangement w

Computed, not measured: a molecular structure, C5H10NO2, with wB97M-V/def2-TZVPD.

```
18
Properties=species:S:1:pos:R:3:lowdin_charge:R:1
C -2.452 0.633 0.054 -0.5998
O -3.370 0.242 -0.830 -0.3609
C -1.251 -0.348 0.254 -0.2346
C -0.252 -0.201 -0.894 -0.2330
C 1.166 -0.725 -0.643 -0.1450
C 1.917 -0.033 0.494 -0.5658
N 1.483 1.047 0.959 0.1750
O 3.082 -0.743 0.815 -0.0013
H -2.026 1.666 -0.107 0.0736
H -2.841 0.765 1.124 0.0646
H -0.831 -0.121 1.242 0.0778
H -1.669 -1.360 0.324 0.0955
H -0.245 0.882 -1.064 0.0950
H -0.607 -0.625 -1.834 0.1064
H 1.110 -1.802 -0.456 0.1174
H 1.768 -0.574 -1.547 0.1086
H 3.207 0.121 0.187 0.1495
H 1.811 1.177 1.921 0.0771
```

For the HOMO energy, the calculation gives -2.04 eV. For the HOMO-LUMO gap, the calculation gives 5.07 eV. As for the charge: -1. For the LUMO energy, the calculation gives 3.029 eV.

=====

Arrangement x

Computed, not measured: a gas-phase ion, C5H10NO2 (charge -1), with wB97M-V/def2-TZVPD.

```
18
Properties=species:S:1:pos:R:3:lowdin_charge:R:1
O 1.613 2.149 0.783 -0.1609
C 1.186 1.475 -0.259 -0.8040
O 1.935 0.969 -1.062 -0.0360
C -0.270 1.323 -0.428 -0.1361
C -0.820 -0.092 -1.153 -0.2200
C -0.407 -1.371 -0.372 -0.2824
C -0.847 -1.268 1.046 -0.2357
N -1.789 -2.478 1.475 -0.0409
H -0.965 1.340 0.448 0.0772
H -0.609 2.220 -1.077 0.1231
H -1.977 -0.184 -1.164 0.1013
H -0.415 -0.123 -2.275 0.1207
H 0.680 -1.342 -0.518 0.0916
H -0.864 -2.224 -1.158 0.1501
H -1.076 -0.236 1.270 0.0877
H 0.052 -1.480 1.465 0.0649
H -2.462 -2.596 0.687 0.0318
H -1.273 -3.390 1.223 0.0675
```

The SMILES is NCCCCC(=O)[O-]. For the HOMO energy, the calculation gives -3.73 eV. For the HOMO-LUMO gap, the calculation gives 7.45 eV. As for the charge: -1. For the LUMO energy, the calculation gives 3.724 eV.

=====

Top of the stability list: arrangement x, leading by 0.0755 hartree.

=====

Arrangement w

Computed, not measured: 2 unconnected molecules or ions with the total composition C4H7FO, with wB97M-V/def2-TZVPD.

```
13
Properties=species:S:1:pos:R:3:lowdin_charge:R:1
C -1.681 0.097 0.481 -0.2538
C -0.678 0.926 -0.085 -0.1746
C 1.640 0.412 -0.252 -0.3304
C 2.631 -0.576 0.166 -0.0405
H -2.668 0.676 0.906 0.1669
H -1.043 -0.425 1.469 0.2002
H -0.296 1.938 0.325 0.1709
H -0.792 0.771 -1.187 0.1485
H 1.666 1.332 -0.795 0.1023
H 3.810 -0.538 -0.159 0.0543
H 1.975 -1.960 0.449 0.1885
O 0.496 0.103 0.138 -0.2059
F -2.010 -0.864 -0.441 -0.0263
```

For the HOMO energy, the calculation gives -8.06 eV. For the HOMO-LUMO gap, the calculation gives 8.99 eV. For the LUMO energy, the calculation gives 0.925 eV.

=====

Arrangement x

Computed, not measured: C4H7FO in the gas phase, with wB97M-V/def2-TZVPD.

```
13
Properties=species:S:1:pos:R:3:lowdin_charge:R:1
C -0.791 -1.463 1.144 -0.1124
C -0.274 0.620 0.363 -0.1640
C 0.503 0.382 -0.884 -0.3224
C 0.993 1.309 -1.625 0.0791
H -0.158 -1.805 0.373 0.0542
H -1.628 -2.213 1.302 0.1206
H -0.235 -1.161 1.997 0.0730
H 0.402 0.537 1.280 0.1440
H -0.634 1.615 0.441 0.1171
H 0.844 2.366 -1.438 0.0800
H 1.416 1.013 -2.579 0.0807
O -1.360 -0.275 0.659 -0.1706
F 0.921 -0.925 -1.032 0.0207
```

The SMILES is C=C(F)COC. For the HOMO energy, the calculation gives -10.03 eV. For the HOMO-LUMO gap, the calculation gives 10.97 eV. For the LUMO energy, the calculation gives 0.945 eV.

=====

Arrangement y

Computed, not measured: 2 unconnected molecules or ions with the total composition C4H7FO, with wB97M-V/def2-TZVPD.

```
13
Properties=species:S:1:pos:R:3:lowdin_charge:R:1
C -0.517 0.818 -1.687 0.0179
C -0.559 1.009 -0.366 -0.1329
C -0.969 -1.241 0.688 0.0731
C -0.787 0.064 0.739 -0.4023
O 2.151 -0.576 0.470 -0.0470
F -0.704 0.763 1.919 0.0058
H -0.507 1.548 -2.435 0.0336
H -0.511 -0.170 -2.138 0.0612
H -0.829 2.111 0.015 0.1503
H 2.667 -1.311 0.676 -0.0044
H -1.148 -1.675 1.684 0.0884
H -0.894 -1.609 -0.325 0.0708
H 2.607 0.270 0.762 0.0854
```

The SMILES is C=CC(=C)F.O. For the HOMO energy, the calculation gives -8.93 eV. For the HOMO-LUMO gap, the calculation gives 9.77 eV. For the LUMO energy, the calculation gives 0.841 eV.

=====

Arrangement z

Computed, not measured: C4H7FO in the gas phase, with wB97M-V/def2-TZVPD.

```
13
Properties=species:S:1:pos:R:3:lowdin_charge:R:1
C -1.391 -0.143 0.254 -0.2430
C 0.094 -0.047 0.687 -0.2743
C 0.998 0.731 -0.258 -0.1489
C 1.363 1.967 -0.347 0.0015
H -1.048 -1.708 -0.910 0.1375
H -1.739 0.856 0.155 0.1098
H -2.055 -0.687 1.014 0.1425
H 0.253 0.177 1.735 0.1413
H 1.348 0.006 -0.998 0.1134
H 0.941 2.770 0.291 0.0774
H 2.154 2.122 -1.111 0.0743
O -1.446 -0.779 -0.961 -0.0677
F 0.593 -1.372 0.611 -0.0638
```

The SMILES is C=C[C@H](F)CO. For the HOMO energy, the calculation gives -10.08 eV. For the HOMO-LUMO gap, the calculation gives 11.09 eV. For the LUMO energy, the calculation gives 1.010 eV.

=====

Top of the stability list: arrangement z, leading by 0.0211 hartree.

=====

Arrangement w

Computed, not measured: C2H6S2 in the gas phase, with wB97M-V/def2-TZVPD.

```
10
Properties=species:S:1:pos:R:3:lowdin_charge:R:1
C -0.107 0.633 -0.344 -0.6911
C 0.237 -0.689 0.364 -0.5857
H 0.565 2.990 -0.510 -0.1304
H -0.232 0.729 -1.389 0.0484
H -1.067 0.924 0.046 0.0486
H 0.081 -0.779 1.456 0.0799
H 1.265 -0.998 0.121 0.0618
H -0.848 -2.829 0.513 -0.1520
S 1.038 1.923 0.216 0.6659
S -0.932 -1.903 -0.474 0.6546
```

The SMILES is SCCS. For the HOMO energy, the calculation gives -9.10 eV. For the HOMO-LUMO gap, the calculation gives 9.92 eV. For the LUMO energy, the calculation gives 0.822 eV.

=====

Arrangement x

Computed, not measured: C2H6S2 in the gas phase, with wB97M-V/def2-TZVPD.

```
10
Properties=species:S:1:pos:R:3:lowdin_charge:R:1
C -0.477 -0.205 0.288 -0.7562
C 0.532 0.865 -0.064 -0.4903
H -2.522 -0.143 -1.285 -0.1691
H 0.239 -1.065 -0.329 0.0696
H -0.517 -0.236 1.397 0.0565
H 0.609 1.884 0.510 0.1274
H 0.299 1.056 -0.943 -0.0524
H 2.406 0.036 1.191 -0.1380
S -2.215 -0.096 0.003 0.7024
S 2.163 -0.247 -0.121 0.6501
```

The SMILES is SCCS. For the HOMO energy, the calculation gives -8.90 eV. For the HOMO-LUMO gap, the calculation gives 9.57 eV. For the LUMO energy, the calculation gives 0.671 eV.

=====

Top of the stability list: arrangement w, leading by 0.0780 hartree.

=====

Arrangement w

Computed, not measured: C4H3I in the gas phase, with wB97M-V/def2-TZVPD.

```
8
Properties=species:S:1:pos:R:3:lowdin_charge:R:1
C -0.245 1.125 -0.157 -0.0138
C -1.147 0.130 0.173 -0.7687
C 1.091 0.353 0.181 -0.1596
C 0.010 -0.713 0.014 -0.1444
I -3.268 -0.180 0.047 0.7631
H 1.867 0.315 -0.616 0.1045
H 1.480 0.472 1.178 0.0898
H 0.211 -1.502 -0.820 0.1290
```

The SMILES is IC1=C2C[C@@H]12. For the HOMO energy (alpha / beta), the calculation gives -8.59 / -8.59 eV. For the HOMO-LUMO gap (alpha / beta), the calculation gives 8.64 / 8.63 eV. For the LUMO energy (alpha / beta), the calculation gives 0.043 / 0.043 eV.

=====

Arrangement x

Computed, not measured: 2 unconnected molecules or ions with the total composition C4H3I, with wB97M-V/def2-TZVPD.

```
8
Properties=species:S:1:pos:R:3:lowdin_charge:R:1
C 0.477 -0.349 -2.596 -0.0277
C 0.458 -0.018 -1.366 0.0028
C 0.585 0.413 0.741 -0.0456
C -0.583 0.104 1.222 -0.6279
I -0.961 0.021 3.366 0.7141
H 0.045 -0.307 -3.502 -0.0481
H 1.462 0.535 1.234 0.0201
H -1.483 -0.400 0.900 0.0123
```

For the HOMO energy, the calculation gives -9.79 eV. For the HOMO-LUMO gap, the calculation gives 8.81 eV. For the LUMO energy, the calculation gives -0.977 eV.

=====

Top of the stability list: arrangement w, leading by 0.0694 hartree.